Entry 1:
{
  "formula": "C5H12NS",
  "method": "wB97M-V/def2-TZVPD",
  "homo_lumo_gap_ev": 9.813,
  "e_lumo_ev": -4.55,
  "charge": 1,
  "homo_energy_ev": -14.36,
  "max_force_ha_per_bohr": 0.0666,
  "symbols": ["S", "N", "C", "C", "C", "C", "C", "H", "H", "H", "H", "H", "H", "H", "H", "H", "H", "H", "H"],
  "positions_angstrom": [[2.271, 0.785, 0.105], [0.840, 0.006, 0.749], [0.507, -0.451, -1.965], [0.981, 1.906, -0.771], [0.758, 0.411, -0.697], [0.748, -1.492, 1.189], [-2.307, 0.275, 1.284], [-3.359, 0.413, 1.112], [0.393, 2.678, -0.350], [0.958, -1.464, -1.807], [-1.731, 1.156, 1.811], [-2.111, 0.049, 0.178], [-0.558, -0.611, -2.106], [-0.219, -1.652, 1.808], [-2.128, -0.564, 1.920], [0.970, 0.081, -2.898], [0.946, -2.225, 0.408], [1.681, -1.446, 1.784], [1.360, 2.144, -1.753]],
  "mulliken_charge": [0.128, -0.075, -1.032, -0.757, 0.897, -0.636, -0.842, 0.342, 0.299, 0.309, 0.219, 0.075, 0.299, 0.229, 0.221, 0.369, 0.315, 0.325, 0.318]
}

Entry 2:
{
  "formula": "C5H12NS",
  "method": "wB97M-V/def2-TZVPD",
  "homo_lumo_gap_ev": [4.939, 7.502],
  "spin_multiplicity": 3,
  "e_lumo_ev": [-4.97, -6.44],
  "charge": 1,
  "homo_energy_ev": [-9.90, -13.94],
  "max_force_ha_per_bohr": 0.1085,
  "s2": 2.007,
  "symbols": ["S", "N", "C", "C", "C", "C", "C", "H", "H", "H", "H", "H", "H", "H", "H", "H", "H", "H", "H"],
  "positions_angstrom": [[-0.197, 1.031, -0.178], [2.755, 1.181, 0.405], [-2.875, 1.119, 0.289], [-1.661, 0.290, -0.099], [2.375, 0.237, -0.457], [-1.863, -1.161, -0.352], [2.108, -1.184, 0.029], [3.174, -1.368, 0.486], [3.106, 1.955, -0.140], [-3.543, 1.074, -0.568], [2.692, 1.091, 1.367], [-2.377, -1.609, 0.580], [2.386, 0.568, -1.462], [1.415, -1.288, 0.800], [-0.921, -1.630, -0.544], [-2.724, 2.158, 0.505], [-3.278, 0.664, 1.219], [-2.641, -1.284, -1.057], [2.070, -1.843, -0.823]],
  "mulliken_charge": [-0.138, -0.178, -1.291, 0.665, -0.108, -1.011, -1.136, 0.393, 0.286, 0.332, 0.237, 0.288, 0.522, 0.475, 0.274, 0.423, 0.315, 0.356, 0.297]
}

Entry 3:
{
  "formula": "C5H12NS2",
  "method": "wB97M-V/def2-TZVPD",
  "homo_lumo_gap_ev": 7.116,
  "e_lumo_ev": -5.08,
  "charge": 1,
  "homo_energy_ev": -12.20,
  "max_force_ha_per_bohr": 0.0087,
  "symbols": ["S", "S", "N", "C", "C", "C", "C", "C", "H", "H", "H", "H", "H", "H", "H", "H", "H", "H", "H", "H"],
  "positions_angstrom": [[1.138, -0.548, -2.750], [1.547, -1.141, -0.825], [-0.390, -0.153, 1.541], [0.262, -0.074, 2.624], [-0.600, -0.041, -2.621], [-1.700, 0.389, 1.374], [2.701, 0.162, -0.305], [-2.482, -0.007, 0.396], [2.930, 0.000, 0.746], [2.260, 1.141, -0.463], [-0.175, 0.428, 3.477], [-3.469, 0.416, 0.281], [1.244, -0.514, 2.698], [3.614, 0.064, -0.884], [-0.692, 0.798, -1.940], [0.077, -0.610, 0.724], [-0.936, 0.239, -3.621], [-1.183, -0.885, -2.277], [-2.165, -0.761, -0.315], [-1.983, 1.097, 2.140]],
  "mulliken_charge": [-0.020, -0.137, 0.277, -0.041, -0.672, 0.085, -0.770, -0.731, 0.268, 0.311, 0.250, 0.260, 0.255, 0.359, 0.255, -0.083, 0.359, 0.187, 0.269, 0.319]
}

Entry 4:
{
  "formula": "C5H12NSe",
  "method": "wB97M-V/def2-TZVPD",
  "homo_lumo_gap_ev": [8.128, 7.103],
  "e_lumo_ev": [-4.16, -4.85],
  "charge": 1,
  "homo_energy_ev": [-12.29, -11.95],
  "max_force_ha_per_bohr": 0.0807,
  "symbols": ["Se", "N", "C", "C", "C", "C", "C", "H", "H", "H", "H", "H", "H", "H", "H", "H", "H", "H", "H"],
  "positions_angstrom": [[2.182, 0.174, -0.514], [-0.453, 1.054, -0.741], [0.364, -0.145, -0.430], [-1.242, 1.630, 0.422], [2.904, -1.447, -0.185], [-0.748, 0.665, 1.502], [-0.351, -0.658, 0.821], [2.392, -2.303, 0.087], [-2.547, -0.233, -2.330], [-1.710, -0.392, -2.229], [0.154, 1.104, 1.926], [0.124, 1.577, -1.292], [-1.143, 2.713, 0.745], [-1.490, 0.504, 2.254], [0.217, -1.352, 1.370], [-1.145, 0.560, -1.466], [4.052, -1.385, -0.103], [-1.427, -1.117, 0.688], [-2.346, 1.404, 0.227]],
  "mulliken_charge": [0.363, 0.101, -0.353, -0.399, -0.646, -0.689, -0.519, 0.373, 0.240, -0.014, 0.319, 0.367, 0.311, 0.421, 0.478, -0.096, 0.273, 0.217, 0.253]
}

Entry 5:
{
  "formula": "C5H12O",
  "method": "wB97M-V/def2-TZVPD",
  "homo_lumo_gap_ev": 10.947,
  "e_lumo_ev": 1.19,
  "charge": 0,
  "homo_energy_ev": -9.76,
  "max_force_ha_per_bohr": 0.0052,
  "symbols": ["O", "C", "C", "C", "C", "C", "H", "H", "H", "H", "H", "H", "H", "H", "H", "H", "H", "H"],
  "positions_angstrom": [[-0.699, -0.066, -0.255], [1.530, -0.738, -0.094], [-3.039, -0.017, -0.417], [-1.817, 0.688, 0.142], [0.548, 0.379, 0.224], [3.001, -0.405, 0.131], [3.231, -0.246, 1.190], [-1.868, 0.747, 1.242], [0.501, 0.579, 1.309], [1.244, -1.614, 0.501], [1.365, -1.008, -1.143], [0.845, 1.324, -0.268], [3.628, -1.230, -0.222], [-3.067, -1.048, -0.050], [-3.963, 0.489, -0.121], [3.298, 0.494, -0.420], [-2.987, -0.049, -1.510], [-1.751, 1.722, -0.239]],
  "mulliken_charge": [-0.254, -0.244, -1.173, -0.223, -0.545, -1.188, 0.312, 0.296, 0.304, 0.248, 0.274, 0.291, 0.341, 0.290, 0.379, 0.321, 0.296, 0.275]
}

Entry 6:
{
  "formula": "C5H12O",
  "method": "wB97M-V/def2-TZVPD",
  "homo_lumo_gap_ev": 9.652,
  "e_lumo_ev": 0.86,
  "charge": 0,
  "homo_energy_ev": -8.80,
  "max_force_ha_per_bohr": 0.0224,
  "symbols": ["O", "C", "C", "C", "C", "C", "H", "H", "H", "H", "H", "H", "H", "H", "H", "H", "H", "H"],
  "positions_angstrom": [[2.562, 1.664, -0.181], [-1.159, -1.163, 1.656], [-1.168, 1.040, 0.313], [-0.678, -0.383, 0.443], [0.528, -0.273, -1.718], [0.040, -1.003, -0.491], [-0.339, 1.720, 0.397], [1.450, -0.700, -2.123], [0.697, 0.789, -1.561], [-1.661, 1.192, -0.648], [3.024, 0.993, -0.688], [-0.215, -0.350, -2.526], [-1.932, 1.213, 1.066], [-0.595, -2.092, 1.695], [2.404, 1.274, 0.685], [-2.234, -1.276, 1.567], [0.282, -2.060, -0.454], [-1.005, -0.584, 2.568]],
  "mulliken_charge": [-0.646, -1.395, -1.271, 0.942, -1.350, -0.275, 0.284, 0.373, 0.356, 0.331, 0.310, 0.308, 0.369, 0.350, 0.316, 0.324, 0.324, 0.349]
}

Entry 7:
{
  "formula": "C5H12O",
  "method": "wB97M-V/def2-TZVPD",
  "homo_lumo_gap_ev": [7.869, 8.177],
  "e_lumo_ev": [0.90, 0.93],
  "charge": 0,
  "homo_energy_ev": [-6.97, -7.25],
  "max_force_ha_per_bohr": 0.0190,
  "symbols": ["O", "C", "C", "C", "C", "C", "H", "H", "H", "H", "H", "H", "H", "H", "H", "H", "H", "H"],
  "positions_angstrom": [[-0.527, 0.912, 0.948], [-1.477, 0.710, 1.827], [0.859, 0.720, -0.993], [0.605, 1.445, -2.320], [-0.389, 0.421, -0.236], [0.270, -2.291, 1.332], [1.407, -0.214, -1.195], [1.541, 1.608, -2.865], [-1.180, -0.229, -0.608], [-0.058, 0.858, -2.965], [-2.357, 0.155, 1.523], [1.244, -1.898, 1.029], [1.506, 1.326, -0.348], [0.131, 2.417, -2.147], [-0.256, -2.675, 0.454], [-0.318, -1.494, 1.804], [0.412, -3.102, 2.051], [-1.414, 1.331, 2.707]],
  "mulliken_charge": [-0.233, -0.581, -0.179, -1.208, -0.331, -0.865, 0.231, 0.353, 0.444, 0.320, 0.326, 0.205, 0.241, 0.320, 0.230, 0.141, 0.337, 0.248]
}

Entry 8:
{
  "formula": "C5H12O",
  "method": "wB97M-V/def2-TZVPD",
  "homo_lumo_gap_ev": [8.297, 7.929],
  "e_lumo_ev": [1.04, 0.95],
  "charge": 0,
  "homo_energy_ev": [-7.25, -6.98],
  "max_force_ha_per_bohr": 0.0189,
  "symbols": ["O", "C", "C", "C", "C", "C", "H", "H", "H", "H", "H", "H", "H", "H", "H", "H", "H", "H"],
  "positions_angstrom": [[0.597, -1.370, -1.066], [-0.111, 0.874, 1.062], [-0.186, 1.041, 2.573], [0.144, 0.454, -2.539], [0.457, -2.240, -0.093], [-0.298, -0.620, -1.611], [0.014, -0.190, 0.834], [-0.284, 2.090, 2.867], [0.746, 1.404, 0.630], [-1.046, 0.496, 2.980], [-0.545, -2.498, 0.233], [1.342, -2.815, 0.127], [0.714, 0.635, 3.048], [-0.271, 0.337, -3.549], [-1.015, 1.248, 0.568], [1.235, 0.454, -2.611], [-1.326, -0.743, -1.279], [-0.167, 1.444, -2.173]],
  "mulliken_charge": [-0.271, -0.293, -1.087, -0.959, -0.604, -0.091, -0.017, 0.331, 0.270, 0.299, 0.327, 0.246, 0.294, 0.305, 0.274, 0.294, 0.446, 0.237]
}

Entry 9:
{
  "formula": "C5H12O",
  "method": "wB97M-V/def2-TZVPD",
  "homo_lumo_gap_ev": 10.779,
  "e_lumo_ev": 1.13,
  "charge": 0,
  "homo_energy_ev": -9.65,
  "max_force_ha_per_bohr": 0.0056,
  "symbols": ["O", "C", "C", "C", "C", "C", "H", "H", "H", "H", "H", "H", "H", "H", "H", "H", "H", "H"],
  "positions_angstrom": [[-1.583, -0.644, 1.441], [1.945, 1.117, -0.936], [0.597, 0.447, -1.202], [-0.442, 0.826, -0.138], [-1.604, -0.160, 0.109], [-0.655, -1.681, 1.651], [0.060, 0.897, 0.834], [0.248, 0.713, -2.208], [-1.576, -1.000, -0.604], [2.682, 0.873, -1.706], [-0.823, 1.835, -0.337], [1.850, 2.208, -0.895], [0.263, -1.561, 1.057], [-0.376, -1.681, 2.708], [0.734, -0.642, -1.207], [-2.579, 0.324, 0.000], [2.351, 0.790, 0.028], [-1.093, -2.659, 1.406]],
  "mulliken_charge": [-0.390, -1.271, -0.211, -0.670, -0.566, -0.632, 0.345, 0.311, 0.345, 0.360, 0.408, 0.303, 0.252, 0.254, 0.273, 0.293, 0.331, 0.264]
}

Entry 10:
{
  "formula": "C5H12O",
  "method": "wB97M-V/def2-TZVPD",
  "homo_lumo_gap_ev": 10.638,
  "e_lumo_ev": 1.07,
  "charge": 0,
  "homo_energy_ev": -9.57,
  "max_force_ha_per_bohr": 0.0100,
  "symbols": ["O", "C", "C", "C", "C", "C", "H", "H", "H", "H", "H", "H", "H", "H", "H", "H", "H", "H"],
  "positions_angstrom": [[-1.190, -0.291, -1.540], [0.560, 1.043, 1.583], [-2.064, -1.091, -0.770], [-0.044, -1.028, -1.916], [1.163, 0.006, 2.170], [1.210, 1.950, 0.581], [-2.415, -1.970, -1.336], [0.636, -0.623, 2.896], [-0.485, 1.259, 1.842], [1.213, 2.989, 0.951], [-2.938, -0.473, -0.503], [2.205, -0.245, 1.940], [0.662, 1.919, -0.376], [0.523, -1.375, -1.036], [2.252, 1.638, 0.400], [0.603, -0.362, -2.512], [-0.309, -1.905, -2.532], [-1.583, -1.440, 0.159]],
  "mulliken_charge": [-0.312, 0.174, -0.614, -0.641, -0.778, -0.959, 0.289, 0.259, 0.279, 0.309, 0.223, 0.231, 0.201, 0.257, 0.286, 0.221, 0.323, 0.254]
}

Entry 11:
{
  "formula": "C5H12O",
  "method": "wB97M-V/def2-TZVPD",
  "homo_lumo_gap_ev": 10.882,
  "e_lumo_ev": 1.16,
  "charge": 0,
  "homo_energy_ev": -9.72,
  "max_force_ha_per_bohr": 0.0063,
  "symbols": ["O", "C", "C", "C", "C", "C", "H", "H", "H", "H", "H", "H", "H", "H", "H", "H", "H", "H"],
  "positions_angstrom": [[-0.823, -0.532, 0.708], [-1.921, 0.342, 0.543], [1.515, -0.956, 0.269], [-2.254, 0.655, -0.920], [0.375, 0.044, 0.251], [2.648, -0.422, -0.604], [-3.004, 1.449, -0.965], [1.857, -1.140, 1.295], [0.249, 0.381, -0.786], [3.510, -1.094, -0.632], [-2.771, -0.161, 1.016], [0.626, 0.939, 0.849], [2.994, 0.556, -0.243], [-1.391, 1.009, -1.492], [-2.646, -0.230, -1.430], [-1.739, 1.278, 1.099], [1.142, -1.910, -0.124], [2.295, -0.282, -1.634]],
  "mulliken_charge": [-0.332, -0.263, -0.297, -1.028, -0.323, -1.169, 0.358, 0.260, 0.119, 0.357, 0.295, 0.259, 0.290, 0.327, 0.249, 0.308, 0.261, 0.329]
}

Entry 12:
{
  "formula": "C5H12O",
  "method": "wB97M-V/def2-TZVPD",
  "homo_lumo_gap_ev": 9.353,
  "e_lumo_ev": 0.79,
  "charge": 0,
  "homo_energy_ev": -8.57,
  "max_force_ha_per_bohr": 0.0891,
  "symbols": ["O", "C", "C", "C", "C", "C", "H", "H", "H", "H", "H", "H", "H", "H", "H", "H", "H", "H"],
  "positions_angstrom": [[0.480, 1.478, 2.962], [-0.298, 0.151, -0.387], [1.144, 0.106, -0.147], [-2.012, -0.631, -2.444], [1.850, -0.536, 0.874], [-0.817, -0.895, -1.393], [-0.677, 0.187, 0.657], [-1.087, -1.747, -0.641], [1.517, -0.303, 1.941], [-2.080, -1.441, -3.190], [-0.390, 1.239, -0.726], [2.899, -0.902, 0.783], [-0.477, 1.622, 2.697], [1.748, 0.458, -0.992], [-2.014, 0.361, -2.944], [0.080, -0.827, -2.043], [0.422, 1.070, 3.831], [-2.985, -0.716, -2.086]],
  "mulliken_charge": [-0.650, -0.351, -0.201, -1.241, -0.708, -0.188, 0.184, 0.214, 0.173, 0.334, 0.214, 0.260, 0.318, 0.337, 0.308, 0.268, 0.320, 0.406]
}

Entry 13:
{
  "formula": "C5H12O",
  "method": "wB97M-V/def2-TZVPD",
  "homo_lumo_gap_ev": 8.686,
  "e_lumo_ev": -0.03,
  "charge": 0,
  "homo_energy_ev": -8.72,
  "max_force_ha_per_bohr": 0.0738,
  "symbols": ["O", "C", "C", "C", "C", "C", "H", "H", "H", "H", "H", "H", "H", "H", "H", "H", "H", "H"],
  "positions_angstrom": [[-2.613, -0.790, 0.661], [0.460, 1.197, -1.590], [1.676, -0.626, -0.246], [0.453, 0.298, -0.316], [-0.139, 0.760, 0.998], [-1.535, -0.635, 1.507], [0.464, 0.539, 1.906], [-0.432, 1.838, 0.976], [1.670, -1.131, 0.731], [2.711, -0.215, -0.409], [-0.925, -1.511, 1.285], [1.412, 1.712, -1.921], [-0.773, -0.923, -0.901], [-2.083, -1.116, -0.343], [-0.313, 1.977, -1.505], [1.487, -1.349, -1.047], [-1.703, -0.517, 2.605], [0.184, 0.492, -2.393]],
  "mulliken_charge": [-0.533, -1.216, -1.222, 0.656, -0.794, -0.617, 0.319, 0.348, 0.333, 0.353, 0.459, 0.313, -0.090, 0.372, 0.355, 0.305, 0.338, 0.322]
}

Sequential energy relative to the best compared isomer or geometry (same formula, charge and spin) output: 4.777, 0.000, 1.821, 4.421, 0.563, 0.787, 3.772, 3.886, 0.916, 1.727, 0.673, 3.212, 5.674 eV